This record from the Open Molecules 2025 dataset describes a molecular structure, C3H2O2V at a distorted geometry. The level of theory is ωB97M-V/def2-TZVPD.

Output
Net charge: +2
2S+1: 4
Gap between HOMO and LUMO (alpha / beta) in eV: 6.18 / 6.85
Relative energy (zero: lowest compared OMol25 entry of this formula, charge and spin) in kcal per mole: 21.7
LUMO energy (alpha / beta) in eV: -12.434 / -11.746

Geometry (Å):
O (-0.363, -0.508, -0.857)
O (0.611, 0.882, 0.422)
C (0.471, 0.162, -1.696)
C (1.150, 1.069, -0.878)
C (-0.161, -0.140, 0.410)
H (2.234, 1.194, -0.902)
V (-1.071, -0.939, 2.059)
H (0.301, 1.536, -1.953)

Force components x, y, z for each atom (eV/Å):
O -1.3950 -0.7418 1.6136
O 0.8394 -0.2066 1.7536
C 1.4069 1.6110 -1.2951
C -0.5120 -1.7556 -0.6741
C 0.0387 1.2200 -2.3449
H -0.3217 1.3538 -0.3287
V -0.5340 -0.5167 0.9033
H 0.4777 -0.9640 0.3724